No. 1
{"formula": "C18H38NNiO2P2", "method": "ωB97M-V with the def2-TZVPD basis set", "gap_ev": [7.565, 8.087], "spin_multiplicity": 3, "total_charge": 1, "e_lumo_ev": [-2.3, -3.8], "species": ["Ni", "P", "P", "N", "C", "H", "H", "C", "H", "H", "C", "H", "H", "C", "H", "H", "C", "C", "H", "H", "H", "C", "C", "H", "H", "H", "C", "C", "H", "H", "H", "C", "C", "H", "H", "H", "C", "O", "C", "H", "H", "H", "C", "H", "H", "H", "C", "H", "H", "H", "C", "H", "H", "H", "H", "H", "H", "H", "H", "H", "O", "C"], "xyz": [[0.048, 0.211, 0.065], [-1.893, 0.759, -0.768], [2.083, -0.559, 0.284], [0.503, -0.442, -2.460], [-1.795, 0.364, -2.565], [-2.795, 0.150, -2.959], [-1.417, 1.271, -3.060], [-0.859, -0.802, -2.893], [-1.168, -1.732, -2.398], [-0.867, -0.980, -3.990], [1.441, -1.562, -2.281], [1.844, -1.878, -3.268], [0.917, -2.420, -1.844], [2.601, -1.088, -1.400], [3.066, -0.210, -1.871], [3.359, -1.878, -1.335], [2.290, -2.142, 1.252], [1.623, -2.073, 2.626], [1.708, -3.064, 3.094], [0.560, -1.818, 2.552], [2.100, -1.341, 3.288], [3.358, 0.618, 0.921], [3.316, 0.793, 2.445], [3.916, 1.674, 2.710], [3.749, -0.066, 2.974], [2.300, 0.962, 2.819], [-2.386, 2.531, -0.600], [-2.930, 2.883, 0.789], [-2.962, 3.977, 0.882], [-2.293, 2.503, 1.595], [-3.952, 2.513, 0.942], [-3.362, -0.260, -0.238], [-3.474, -0.375, 1.283], [-4.305, -1.059, 1.510], [-3.685, 0.589, 1.761], [-2.561, -0.783, 1.731], [-0.578, -1.440, 0.371], [-0.945, -2.556, 0.364], [4.785, 0.353, 0.427], [5.222, -0.544, 0.881], [4.836, 0.250, -0.662], [5.414, 1.204, 0.715], [-3.309, 3.049, -1.711], [-3.392, 4.138, -1.610], [-2.919, 2.832, -2.711], [-4.321, 2.635, -1.636], [-4.702, 0.139, -0.854], [-5.420, -0.663, -0.630], [-5.107, 1.061, -0.419], [-4.666, 0.251, -1.942], [3.718, -2.670, 1.365], [4.328, -2.090, 2.068], [3.660, -3.694, 1.761], [4.243, -2.720, 0.405], [1.712, -2.845, 0.633], [-3.086, -1.251, -0.630], [3.004, 1.557, 0.461], [-1.404, 3.021, -0.716], [0.887, 0.115, -3.202], [0.317, 2.300, 1.261], [-0.328, 1.028, 2.775], [-0.025, 1.276, 1.642]], "atomic_forces_ev_per_a": [[0.1, 0.2, 0.0], [-1.7, 0.2, -0.7], [1.6, -0.9, 0.3], [-0.3, -0.7, 0.3], [-0.2, 0.2, -0.3], [0.1, 0.2, 0.0], [-0.1, -0.2, 0.0], [0.3, 0.2, -0.2], [0.0, 0.2, -0.1], [-0.2, -0.1, 0.5], [0.1, 0.2, -0.4], [-0.2, -0.1, 0.6], [0.1, 0.1, 0.0], [0.4, 0.0, -0.2], [0.0, -0.2, 0.0], [0.0, 0.2, 0.0], [-0.4, 0.4, -0.3], [-0.1, -0.2, 0.2], [-0.1, 0.3, 0.0], [0.2, 0.0, 0.1], [-0.1, -0.3, -0.2], [0.0, 0.2, -0.4], [0.0, 0.2, 0.1], [-0.1, -0.2, -0.1], [-0.1, 0.2, -0.2], [0.2, -0.1, 0.0], [0.3, 0.1, -0.4], [0.1, 0.2, 0.1], [0.0, -0.2, 0.0], [-0.2, 0.1, -0.1], [0.3, 0.1, -0.1], [0.5, 0.0, 0.0], [-0.1, -0.2, 0.2], [0.3, 0.2, 0.1], [0.0, -0.3, -0.1], [-0.2, 0.1, 0.0], [-1.8, -5.1, 0.4], [1.3, 3.9, 0.0], [0.1, 0.1, 0.1], [-0.1, 0.2, -0.1], [0.1, 0.0, 0.2], [-0.1, -0.2, -0.1], [-0.1, 0.2, 0.0], [0.0, -0.2, -0.1], [-0.1, 0.1, 0.2], [0.3, 0.1, 0.0], [-0.2, -0.1, 0.0], [0.1, 0.2, -0.1], [0.2, -0.2, -0.1], [0.0, 0.0, 0.2], [0.1, -0.3, 0.1], [-0.2, -0.1, -0.2], [0.1, 0.2, -0.1], [-0.1, 0.0, 0.2], [0.1, 0.0, 0.1], [-0.2, 0.1, 0.0], [0.2, -0.1, 0.2], [-0.3, 0.1, 0.0], [0.2, 0.6, -0.1], [-0.1, 0.0, 0.5], [0.4, 0.8, -0.9], [-0.4, -0.5, 1.1]]}

***

No. 2
{"formula": "C18H39BBr2F3N2O5", "method": "ωB97M-V with the def2-TZVPD basis set", "gap_ev": 6.893, "total_charge": -1, "e_lumo_ev": 1.8, "species": ["O", "C", "C", "B", "C", "C", "C", "F", "Br", "C", "F", "F", "Br", "H", "H", "H", "H", "H", "H", "H", "H", "H", "C", "O", "C", "C", "N", "C", "C", "O", "C", "H", "H", "H", "H", "H", "H", "H", "H", "H", "H", "H", "H", "H", "H", "H", "C", "O", "C", "C", "N", "C", "C", "O", "C", "H", "H", "H", "H", "H", "H", "H", "H", "H", "H", "H", "H", "H", "H", "H"], "xyz": [[-1.668, 0.014, -10.255], [-0.780, -0.785, -10.318], [0.645, -0.434, -10.144], [1.647, -1.681, -9.722], [1.052, -2.640, -8.516], [0.366, -1.938, -7.345], [1.337, -1.380, -6.304], [2.598, -1.400, -6.662], [1.234, -2.516, -4.665], [0.991, 0.042, -5.834], [1.542, 0.307, -4.649], [-0.290, 0.162, -5.671], [1.670, 1.379, -7.040], [-1.075, -1.836, -10.489], [0.714, 0.433, -9.514], [0.975, -0.093, -11.123], [2.744, -1.218, -9.422], [1.836, -2.379, -10.718], [1.861, -3.228, -8.097], [0.371, -3.371, -8.932], [-0.233, -2.662, -6.826], [-0.313, -1.146, -7.642], [-0.123, -2.686, 3.108], [-1.063, -2.332, 2.114], [-1.380, -0.945, 2.084], [-0.860, -0.294, 0.821], [0.595, -0.215, 0.834], [1.188, 0.191, -0.442], [1.014, -0.732, -1.645], [1.697, -1.968, -1.532], [0.999, -2.999, -0.864], [-0.065, -3.773, 3.134], [0.874, -2.291, 2.884], [-0.438, -2.332, 4.095], [-1.005, -0.432, 2.974], [-2.472, -0.870, 2.091], [-1.270, 0.718, 0.746], [-1.233, -0.876, -0.032], [0.969, -1.120, 1.087], [2.261, 0.307, -0.270], [0.802, 1.181, -0.703], [1.461, -0.228, -2.506], [-0.038, -0.896, -1.903], [-0.082, -2.919, -1.004], [1.233, -3.015, 0.206], [1.332, -3.949, -1.284], [-1.536, 4.301, 9.010], [-1.495, 2.888, 8.977], [-2.596, 2.290, 8.300], [-2.148, 1.620, 7.019], [-1.744, 2.603, 6.021], [-1.087, 2.034, 4.845], [0.259, 1.339, 5.052], [1.302, 2.217, 5.434], [1.409, 2.476, 6.822], [-0.734, 4.637, 9.665], [-1.378, 4.736, 8.018], [-2.487, 4.660, 9.414], [-3.386, 3.021, 8.106], [-3.005, 1.526, 8.968], [-2.977, 1.028, 6.618], [-1.331, 0.932, 7.273], [-1.115, 3.266, 6.452], [-0.929, 2.855, 4.141], [-1.779, 1.337, 4.364], [0.561, 0.924, 4.086], [0.193, 0.489, 5.742], [1.090, 1.621, 7.423], [0.837, 3.363, 7.109], [2.458, 2.679, 7.039]], "atomic_forces_ev_per_a": [[-1.7, 1.1, 0.1], [0.8, -0.3, 0.1], [0.5, -1.1, -0.2], [0.1, 0.0, -0.1], [0.5, 0.7, -0.2], [0.2, -0.2, 0.0], [-1.3, -0.4, 0.3], [1.5, 0.0, -0.4], [0.0, -0.1, 0.0], [1.3, -0.3, -0.2], [0.7, 0.4, 0.8], [-2.1, 0.3, 0.0], [0.0, 0.2, -0.3], [0.3, -0.3, -0.2], [-0.2, 0.5, 0.3], [0.2, 0.1, -0.4], [0.0, 0.1, 0.1], [-0.1, -0.2, -0.1], [0.3, -0.3, 0.1], [-0.5, -0.2, 0.0], [-0.5, -0.2, 0.3], [0.0, 0.3, -0.3], [-0.1, -0.1, -0.1], [0.2, 0.0, 0.2], [-0.4, 0.0, -0.2], [0.3, -0.1, 0.0], [-0.1, 0.0, 0.0], [0.1, -0.1, 0.2], [0.1, 0.2, -0.2], [-0.1, 0.0, 0.3], [0.2, 0.0, -0.1], [0.0, 0.0, 0.0], [0.0, 0.0, 0.1], [0.0, 0.0, 0.0], [0.1, 0.0, 0.0], [0.0, 0.0, 0.0], [0.0, 0.0, 0.0], [-0.2, 0.1, 0.0], [0.0, 0.0, 0.0], [0.0, 0.0, 0.0], [0.0, 0.0, 0.0], [-0.1, -0.1, 0.1], [0.0, -0.1, 0.1], [0.0, 0.0, 0.1], [-0.1, 0.0, 0.1], [0.0, 0.0, 0.0], [0.1, -0.1, 0.0], [-0.1, 0.2, -0.1], [0.0, -0.3, 0.1], [0.2, 0.2, -0.1], [0.0, -0.1, 0.0], [0.0, 0.2, 0.1], [0.0, -0.1, -0.4], [0.0, -0.1, 0.2], [0.2, 0.1, -0.2], [0.0, 0.0, 0.0], [-0.1, 0.1, 0.0], [0.0, 0.0, 0.0], [0.1, 0.1, -0.1], [0.0, 0.0, 0.0], [0.0, 0.0, 0.0], [-0.1, -0.1, 0.1], [0.0, 0.0, 0.0], [0.0, 0.0, 0.0], [0.0, 0.0, 0.0], [0.0, 0.0, 0.0], [0.0, 0.1, 0.1], [-0.1, 0.0, 0.0], [-0.1, -0.1, 0.1], [0.0, 0.0, 0.0]]}

***

No. 3
{"formula": "C18H39Br2N5O4", "method": "ωB97M-V with the def2-TZVPD basis set", "gap_ev": 9.128, "e_lumo_ev": 0.1, "species": ["C", "N", "C", "C", "O", "H", "H", "H", "H", "H", "H", "H", "C", "N", "C", "C", "O", "H", "H", "H", "H", "H", "H", "H", "C", "N", "C", "C", "O", "H", "H", "H", "H", "H", "H", "H", "C", "N", "C", "C", "O", "H", "H", "H", "H", "H", "H", "H", "Br", "C", "C", "Br", "H", "H", "H", "H", "C", "C", "C", "C", "N", "H", "H", "H", "H", "H", "H", "H"], "xyz": [[9.529, -6.537, 16.176], [8.260, -5.944, 15.716], [8.066, -5.533, 14.289], [7.396, -5.506, 16.637], [6.405, -4.897, 16.388], [10.242, -5.815, 15.779], [9.558, -7.503, 15.672], [9.734, -6.649, 17.241], [8.820, -4.757, 14.157], [8.303, -6.272, 13.524], [7.113, -5.060, 14.051], [7.515, -5.821, 17.686], [9.519, -13.247, 19.176], [9.678, -13.887, 17.831], [8.444, -13.875, 17.049], [10.892, -14.092, 17.268], [11.124, -14.601, 16.147], [9.306, -12.211, 18.914], [10.366, -13.305, 19.860], [8.591, -13.616, 19.614], [7.704, -14.550, 17.478], [8.017, -12.887, 16.874], [8.840, -14.245, 16.104], [11.667, -13.935, 18.034], [3.002, -14.219, 15.284], [4.404, -14.603, 15.219], [5.100, -14.339, 16.526], [4.971, -15.386, 14.249], [6.138, -15.689, 14.218], [2.620, -14.875, 16.066], [2.585, -14.417, 14.297], [2.802, -13.177, 15.532], [4.574, -13.415, 16.768], [4.904, -15.052, 17.327], [6.151, -14.367, 16.239], [4.249, -15.673, 13.470], [8.404, -12.780, 13.793], [8.187, -11.451, 14.325], [9.415, -10.687, 14.505], [6.956, -11.216, 14.827], [5.982, -11.952, 14.838], [8.803, -12.700, 12.782], [7.560, -13.465, 13.717], [9.172, -13.298, 14.367], [9.977, -11.156, 15.313], [9.940, -10.805, 13.557], [9.117, -9.671, 14.762], [6.911, -10.181, 15.200], [10.921, -13.716, 11.188], [12.049, -15.267, 11.701], [11.910, -15.435, 13.194], [13.241, -16.792, 13.864], [13.070, -15.099, 11.359], [11.624, -16.096, 11.135], [10.877, -15.600, 13.500], [12.325, -14.542, 13.660], [9.502, -9.013, 11.064], [8.118, -9.316, 10.416], [7.765, -10.851, 10.591], [6.390, -11.036, 10.096], [5.281, -11.249, 9.738], [10.201, -9.724, 10.623], [9.518, -9.297, 12.117], [9.871, -7.997, 10.924], [7.933, -9.004, 9.389], [7.383, -8.649, 10.868], [7.677, -11.209, 11.616], [8.472, -11.466, 10.034]], "atomic_forces_ev_per_a": [[-0.4, 0.6, -2.0], [-0.3, -0.6, 0.3], [1.4, 0.7, 0.8], [-0.3, -0.9, 0.6], [-2.0, 1.6, -0.6], [0.9, -0.6, 0.0], [0.8, -0.1, 0.2], [-0.9, 0.2, 0.0], [0.1, 0.3, -0.4], [-0.1, -0.6, 0.5], [-0.1, -0.4, 0.7], [1.0, -0.2, 0.0], [-0.4, 0.3, -1.7], [-0.4, 0.9, 1.2], [1.4, -0.8, -0.6], [0.0, -2.0, -1.0], [-0.6, 1.6, 2.0], [0.1, 0.4, 0.6], [0.0, -0.3, -0.3], [0.3, -0.3, 0.2], [0.2, 0.1, 0.0], [0.1, 0.2, 0.3], [-0.9, -0.3, -0.2], [0.3, 0.2, -0.3], [0.5, -1.3, -0.6], [0.5, -0.3, 1.2], [-0.7, -0.1, -2.3], [-1.1, 1.3, 0.7], [0.7, -0.5, 0.1], [-1.0, 0.2, -0.1], [-0.4, -0.1, 0.2], [0.5, 0.1, 0.0], [1.3, 0.4, 0.6], [-0.2, -0.5, -0.3], [-0.2, 0.7, 0.6], [0.0, 0.1, -0.2], [0.9, -0.8, -0.8], [-0.9, -1.8, -0.3], [-1.4, -0.5, 0.2], [-0.2, 1.2, 0.2], [0.8, 0.2, -0.1], [0.1, 0.1, -0.1], [-0.4, 0.6, 0.4], [0.2, 0.0, 0.0], [0.3, 0.2, 0.0], [0.3, 0.5, 0.2], [0.4, 0.1, -0.2], [-0.2, 0.2, 0.3], [0.5, -0.3, 0.0], [-0.4, -0.5, -0.3], [1.3, 0.6, 0.1], [-1.0, 0.4, -0.5], [-0.2, 0.2, 0.2], [0.1, 0.1, 0.1], [0.4, -0.4, 0.2], [-0.5, -0.1, 0.2], [-0.4, -1.0, -1.0], [0.1, -0.1, 1.3], [-1.0, 1.6, -0.4], [-3.6, -1.3, -1.5], [3.8, 0.9, 1.2], [0.4, 0.2, -0.2], [-0.4, 0.4, 0.1], [-0.2, -0.1, 0.0], [1.0, -0.4, -0.4], [-0.3, -0.5, 0.7], [0.6, 0.3, 0.2], [-0.1, -0.1, 0.0]]}